No. 1
129
Properties=species:S:1:pos:R:3 method="wB97M-V/def2-TZVPD" multiplicity=1 de_lowest_ev=0.916 e_tot_ev=-63879.4037 homo_lumo_gap_ev=9.4
C 0.819 4.834 0.071
C 1.680 4.219 1.213
C 3.154 4.388 0.963
O 3.593 3.471 -0.027
C 4.646 3.961 -0.842
N 1.271 4.773 2.487
H -0.226 4.571 0.250
H 1.104 4.426 -0.913
H 0.991 5.889 0.199
H 1.467 3.149 1.349
H 3.675 4.212 1.964
H 3.311 5.376 0.647
H 5.492 4.341 -0.193
H 4.203 4.747 -1.517
H 5.027 3.117 -1.383
H 1.777 4.251 3.200
H 0.390 4.419 2.742
C -2.162 3.545 -2.417
C -3.213 2.970 -3.365
C -2.677 2.418 -4.698
O -3.821 2.041 -5.393
C -3.606 1.657 -6.727
N -4.070 2.064 -2.659
H -2.667 4.004 -1.563
H -1.494 4.264 -2.917
H -1.532 2.722 -2.064
H -3.797 3.818 -3.674
H -2.057 1.534 -4.562
H -2.048 3.158 -5.260
H -2.738 1.020 -6.764
H -3.449 2.565 -7.317
H -4.483 1.174 -7.117
H -3.596 1.217 -2.349
H -4.748 1.709 -3.345
C -6.568 -1.768 -0.983
C -5.183 -1.639 -0.241
C -4.068 -2.060 -1.162
O -3.957 -1.118 -2.193
C -3.504 -1.624 -3.434
N -4.927 -0.324 0.384
H -7.348 -1.717 -0.255
H -6.596 -2.730 -1.548
H -6.731 -0.943 -1.643
H -5.149 -2.283 0.628
H -4.218 -3.027 -1.594
H -3.197 -2.071 -0.540
H -4.288 -2.256 -3.899
H -2.571 -2.158 -3.324
H -3.324 -0.698 -4.004
H -5.880 0.050 0.451
H -4.572 0.250 -0.363
C 0.054 0.433 0.844
C -0.527 -0.202 -0.403
C 0.276 0.000 -1.691
O -0.326 -0.724 -2.770
C 0.396 -0.792 -4.022
N -0.614 -1.641 -0.241
H 0.285 1.520 0.693
H 0.946 -0.117 1.152
H -0.734 0.486 1.640
H -1.497 0.311 -0.429
H 1.341 -0.351 -1.667
H 0.236 1.050 -1.979
H 0.669 -1.850 -4.127
H 1.313 -0.139 -4.012
H -0.307 -0.442 -4.771
H -1.358 -1.997 0.327
H -0.779 -1.967 -1.198
C -0.066 -1.746 4.597
C 0.524 -2.678 3.578
C 1.952 -3.004 3.999
O 2.690 -3.704 3.005
C 4.109 -3.636 3.392
N -0.345 -3.799 3.273
H -0.789 -2.251 5.191
H -0.749 -0.974 4.157
H 0.687 -1.148 5.133
H 0.717 -2.056 2.677
H 1.959 -3.543 4.947
H 2.490 -2.034 4.268
H 4.240 -4.178 4.359
H 4.537 -2.641 3.462
H 4.664 -4.242 2.687
H -0.080 -4.239 2.401
H -0.358 -4.445 3.972
C 3.753 0.271 2.694
C 4.561 0.407 1.392
C 5.591 -0.632 1.182
O 4.957 -1.878 0.868
C 5.260 -2.460 -0.375
N 3.761 0.422 0.146
H 4.424 0.416 3.530
H 3.229 -0.662 2.792
H 3.000 1.095 2.679
H 5.109 1.336 1.363
H 6.163 -0.801 2.055
H 6.321 -0.237 0.448
H 4.303 -2.676 -0.896
H 5.709 -3.431 -0.273
H 5.831 -1.741 -1.040
H 3.272 1.298 0.017
H 3.157 -0.408 0.149
C -3.562 1.598 5.154
C -4.187 1.646 3.831
O -3.738 0.500 3.045
H -3.650 2.555 5.639
H -2.451 1.356 5.155
H -4.121 0.862 5.751
H -3.974 2.591 3.420
H -5.275 1.630 3.967
H -4.265 0.468 2.244
O 0.989 -5.546 -0.291
H 1.701 -6.115 -0.696
H 1.394 -4.681 -0.186
O -1.503 -4.580 -1.083
H -1.794 -4.046 -0.365
H -0.604 -4.935 -0.916
O 5.202 0.933 -2.166
H 4.640 0.538 -1.404
H 5.439 0.121 -2.718
O -2.682 -2.538 1.799
H -1.859 -2.956 2.225
H -2.612 -1.596 2.043
O 1.997 -2.960 0.232
H 2.282 -2.944 1.181
H 1.097 -2.513 0.242
O 2.906 2.325 -3.496
H 3.607 1.736 -3.184
H 2.933 3.066 -2.899


No. 2
171
Properties=species:S:1:pos:R:3 method="wB97M-V/def2-TZVPD" charge=-1 multiplicity=1 e_tot_ev=-107299.9122 homo_lumo_gap_ev=5.0
C -2.100 -0.821 4.514
C -2.797 0.185 5.427
C -4.282 0.343 5.113
C -4.528 0.493 3.597
C -4.973 -0.860 3.070
C -5.136 -0.912 1.548
C -4.110 -0.070 0.782
C -3.880 -0.660 -0.624
C -4.818 0.007 -1.618
C -5.006 -0.821 -2.872
C -3.798 -0.846 -3.827
C -3.016 0.475 -3.917
C -1.652 0.390 -3.200
C -0.486 0.224 -4.178
C 0.702 1.130 -3.829
C 1.463 0.601 -2.607
C 1.618 1.656 -1.487
C 2.983 2.302 -1.654
P 3.640 3.114 -0.020
S 2.917 5.126 -0.860
C 4.147 3.951 1.638
C 2.891 4.234 2.489
C 5.332 3.392 -0.894
C 6.602 3.430 -0.055
C 6.854 2.153 0.753
C 7.717 1.201 -0.062
C 7.689 -0.185 0.602
O 6.698 -0.925 -0.058
C 7.000 -2.283 -0.192
C 6.177 -3.185 0.715
H -2.177 -0.572 3.474
H -2.492 -1.798 4.678
H -1.055 -0.781 4.754
H -2.333 1.148 5.367
H -2.720 -0.206 6.423
H -4.684 1.211 5.601
H -4.849 -0.481 5.507
H -3.613 0.842 3.164
H -5.325 1.208 3.477
H -4.326 -1.634 3.435
H -5.940 -1.042 3.493
H -6.151 -0.661 1.296
H -5.003 -1.938 1.254
H -4.516 0.915 0.616
H -3.179 0.055 1.297
H -4.112 -1.709 -0.650
H -2.843 -0.499 -0.846
H -4.476 1.009 -1.800
H -5.781 0.083 -1.137
H -5.194 -1.836 -2.595
H -5.832 -0.435 -3.446
H -3.129 -1.660 -3.612
H -4.168 -1.040 -4.813
H -2.768 0.613 -4.955
H -3.582 1.334 -3.620
H -1.516 1.291 -2.628
H -1.630 -0.439 -2.522
H -0.763 0.437 -5.200
H -0.136 -0.793 -4.106
H 1.393 1.174 -4.649
H 0.299 2.097 -3.585
H 2.451 0.256 -2.816
H 0.919 -0.221 -2.163
H 0.819 2.369 -1.527
H 1.594 1.103 -0.562
H 2.847 3.095 -2.373
H 3.661 1.542 -2.015
H 2.334 2.869 0.554
H 4.019 1.770 0.446
H 2.795 6.012 0.147
H 4.736 3.302 2.274
H 4.687 4.878 1.530
H 2.244 4.965 2.054
H 2.349 3.337 2.716
H 3.252 4.628 3.443
H 5.299 4.262 -1.513
H 5.468 2.562 -1.583
H 6.730 4.318 0.532
H 7.421 3.474 -0.761
H 7.451 2.462 1.593
H 5.970 1.709 1.165
H 8.743 1.511 -0.118
H 7.309 1.171 -1.076
H 8.677 -0.610 0.517
H 7.476 -0.029 1.647
H 8.038 -2.530 -0.049
H 6.746 -2.556 -1.227
H 6.220 -4.173 0.286
H 5.143 -2.913 0.772
H 6.613 -3.268 1.693
O 1.304 0.543 4.189
H 1.177 -0.319 3.791
H 0.462 0.733 4.607
O 4.469 -1.189 -2.344
H 4.767 -1.042 -1.442
H 4.966 -0.551 -2.861
O 6.466 0.652 -3.594
H 7.270 1.032 -3.947
H 6.666 0.506 -2.669
O 0.450 4.724 4.467
H 0.839 5.587 4.603
H 1.209 4.133 4.450
O -1.067 2.835 7.160
H -0.964 2.978 6.215
H -1.657 3.537 7.434
O 7.446 -4.286 -2.420
H 8.187 -4.691 -2.897
H 6.806 -4.088 -3.108
O -2.751 -1.384 -6.792
H -1.974 -1.202 -6.255
H -2.757 -0.679 -7.439
O -2.043 -4.262 4.362
H -1.196 -4.709 4.343
H -2.637 -4.864 3.913
O 5.083 0.152 -5.315
H 5.874 0.396 -4.820
H 5.015 0.831 -5.987
O -7.933 -2.191 2.887
H -8.062 -3.052 2.474
H -8.775 -2.007 3.309
O 8.413 -6.841 -2.181
H 7.981 -7.643 -2.474
H 7.687 -6.283 -1.861
O -8.234 2.184 3.369
H -7.860 2.812 2.751
H -8.073 1.327 2.956
O 0.573 6.594 -3.301
H 1.465 6.320 -3.059
H 0.311 7.162 -2.580
O -4.100 3.751 6.148
H -4.697 3.694 6.893
H -4.523 3.223 5.469
O 8.587 5.386 -2.185
H 8.505 5.512 -3.130
H 8.071 6.099 -1.806
O 6.862 2.879 3.932
H 6.455 2.067 3.629
H 6.121 3.416 4.220
O -7.345 -2.917 -1.694
H -7.611 -2.116 -2.144
H -6.878 -3.425 -2.377
O -5.839 -4.657 -3.373
H -4.965 -5.047 -3.365
H -6.373 -5.282 -3.879
O -8.063 -6.770 -3.793
H -8.012 -7.500 -3.165
H -8.506 -6.073 -3.302
O -5.179 -3.963 0.610
H -4.355 -4.328 0.283
H -5.676 -3.743 -0.187
O 10.422 -4.662 -2.481
H 11.161 -5.108 -2.894
H 10.095 -5.301 -1.840
O -8.551 0.947 6.039
H -7.717 1.304 6.336
H -8.676 1.343 5.169
O -6.983 -9.210 -4.058
H -7.258 -8.402 -4.507
H -6.528 -9.710 -4.734
O -9.426 -4.500 1.469
H -9.552 -5.355 1.059
H -10.267 -4.316 1.893
O 3.000 7.562 1.746
H 3.799 7.981 1.424
H 3.173 7.406 2.676
O -10.498 -0.915 2.408
H -10.393 -0.755 1.469
H -11.075 -0.210 2.707
O 3.276 -2.291 -5.516
H 3.574 -2.141 -4.613
H 3.776 -1.653 -6.024


No. 3
60
Properties=species:S:1:pos:R:3 method="wB97M-V/def2-TZVPD" charge=-1 multiplicity=1 de_lowest_ev=2.406 e_tot_ev=-133536.8605 homo_lumo_gap_ev=7.8
Ta 1.022 -0.329 0.458
O 0.829 4.097 0.355
C 1.195 2.955 0.151
O 1.368 2.021 0.983
C 1.569 2.511 -1.280
C 1.748 3.329 -2.390
C 2.193 2.751 -3.568
C 2.482 1.392 -3.607
C 2.255 0.656 -2.455
N 1.796 1.216 -1.351
C 2.557 -0.814 -2.245
O 3.111 -1.477 -3.093
O 2.191 -1.211 -1.069
H 1.540 4.382 -2.302
H 2.311 3.348 -4.459
H 2.877 0.904 -4.484
Cl 3.824 0.094 1.247
C 3.545 -1.543 1.702
C 2.275 -1.981 1.360
C 1.993 -3.316 1.603
Cl 0.492 -3.898 1.056
C 2.902 -4.164 2.235
Cl 2.487 -5.783 2.571
C 4.154 -3.676 2.597
Cl 5.277 -4.705 3.363
C 4.495 -2.353 2.313
Cl 6.039 -1.752 2.714
F 1.414 0.154 2.974
B 0.338 -0.517 3.635
F 0.806 -1.179 4.718
F -0.669 0.337 3.920
F -0.087 -1.461 2.640
N -4.432 -4.700 -2.668
C -3.636 -3.983 -2.254
C -2.648 -3.130 -1.717
C -2.785 -2.644 -0.417
C -1.785 -1.866 0.131
C -0.617 -1.554 -0.566
C -0.528 -2.012 -1.878
C -1.518 -2.787 -2.455
H -3.673 -2.891 0.147
H -1.905 -1.521 1.148
H 0.342 -1.780 -2.474
H -1.420 -3.133 -3.474
O -1.364 3.186 -2.477
S -2.033 2.153 -1.740
O -2.879 1.275 -2.501
N -0.948 1.251 -0.881
C -1.253 1.266 0.386
O -0.644 0.541 1.212
C -2.354 2.160 0.787
C -2.781 2.426 2.080
C -3.837 3.312 2.235
C -4.453 3.888 1.133
C -3.999 3.633 -0.158
C -2.932 2.778 -0.308
H -2.294 1.946 2.916
H -4.186 3.556 3.229
H -5.300 4.546 1.277
H -4.469 4.095 -1.012